(1)
Molecular formula: C36H51N5O6SSiTc
Method: DFT, wB97M-V/def2-TZVPD

Structure (XYZ):
```
101
C36H51N5O6SSiTc, DFT wB97M-V/def2-TZVPD
Tc -1.26684 -0.72503 1.83677
O 3.01456 -0.86417 3.02043
C 1.86664 -1.19559 2.46694
O 0.92416 -0.42834 2.41934
C 1.86348 -2.56614 1.83337
O 0.57433 -3.08664 1.72496
C 0.11078 -3.67706 2.94025
C -0.29392 -2.65652 4.01527
O 0.18087 -2.77986 5.13237
O -1.15169 -1.75614 3.66525
H 2.95730 0.06442 3.29883
H 2.54767 -3.23211 2.36532
H 2.24366 -2.40011 0.82252
H 0.87718 -4.33689 3.35008
H -0.77000 -4.26066 2.67351
C -1.18194 1.21211 5.10442
C -1.26181 1.94529 3.79957
C -1.27565 3.32963 3.74312
C -1.26673 3.95781 2.49819
C -1.20585 3.23146 1.32991
C -1.18757 1.82937 1.43476
N -1.28366 1.24039 2.66194
N -1.06617 0.87262 0.49286
Si -0.95576 1.06801 -1.22882
C 0.08997 2.57271 -1.69926
C -0.20302 -0.48706 -1.96522
C -2.68858 1.30973 -1.91337
H -2.02464 1.47364 5.74632
H -0.27078 1.50997 5.62762
H -1.15923 0.13498 4.95780
H -1.27880 3.90376 4.65919
H -1.28708 5.04043 2.44811
H -1.16797 3.71540 0.36436
H 0.76929 2.84481 -0.88777
H -0.52833 3.44072 -1.94369
H 0.70314 2.34684 -2.57987
H 0.32811 -1.06768 -1.20637
H 0.51447 -0.23372 -2.74981
H -0.96311 -1.12595 -2.41527
H -3.18336 2.15224 -1.42089
H -3.29712 0.41840 -1.73554
H -2.67950 1.50800 -2.98964
C 6.50864 4.24724 -3.81165
C 5.21463 3.70051 -3.22563
C 5.48670 2.69833 -2.11443
N 4.24360 2.19011 -1.54366
C 3.96102 0.96064 -1.10324
S 2.72685 0.68290 -0.02496
N 4.73610 -0.08785 -1.57809
C 5.18125 -0.38198 -2.87198
O 6.01018 -1.24756 -3.02560
C 4.56973 0.34717 -4.02347
C 5.36962 0.61708 -5.12935
C 4.82407 1.24255 -6.23887
C 3.47407 1.57067 -6.25686
C 2.66878 1.27562 -5.16517
C 3.21592 0.67112 -4.04368
H 6.30669 4.96288 -4.60892
H 7.11440 3.44161 -4.23387
H 7.10867 4.75348 -3.05220
H 4.62260 3.21110 -4.00115
H 4.60298 4.51803 -2.83128
H 6.07614 3.16534 -1.31838
H 6.07734 1.86951 -2.49650
H 3.59955 2.88566 -1.19680
H 4.81925 -0.86581 -0.94159
H 6.41263 0.32643 -5.10853
H 5.44773 1.46469 -7.09535
H 3.04687 2.05039 -7.12856
H 1.61262 1.51400 -5.18752
H 2.58760 0.43846 -3.19196
C -4.75278 0.71379 1.87882
C -4.99075 -0.38493 2.91752
C -4.15554 -0.20053 4.18398
C -4.88489 -1.79180 2.35501
C -5.91656 -2.67280 2.66196
C -5.97782 -3.94015 2.11250
C -5.04897 -4.30884 1.15497
C -4.00044 -3.47004 0.79888
C -3.16897 -3.87112 -0.40767
C -3.14194 -2.76845 -1.46602
C -1.76374 -4.36335 -0.07614
C -3.85303 -2.25126 1.50375
N -2.66670 -1.52217 1.35984
H -5.05354 1.67663 2.29883
H -5.35020 0.53480 0.98134
H -3.71301 0.79505 1.57294
H -6.04069 -0.28841 3.21004
H -3.11756 -0.46871 4.01369
H -4.52572 -0.84144 4.98691
H -4.20448 0.83803 4.52227
H -6.69657 -2.34164 3.33827
H -6.78322 -4.61294 2.37887
H -5.15331 -5.25684 0.63954
H -3.71230 -4.71144 -0.84951
H -2.61693 -1.89040 -1.09880
H -4.15468 -2.47130 -1.74911
H -2.62798 -3.12432 -2.36266
H -1.13905 -3.54635 0.27996
H -1.29209 -4.77631 -0.97180
H -1.78923 -5.14819 0.68322
```

- Multiplicity: 2
- Relative energy (zero: lowest compared OMol25 entry of this formula, charge and spin): 0.00 kcal per mole
- LUMO energy (spin up / spin down): -0.0038 / -0.0038 Ha
- Orbital gap (spin up / spin down): 7.2 / 7.2 eV
- Charge: 0
- Expectation value of S²: 0.7627



(2)
Molecular formula: C36H52BIrN8O2
Method: DFT, wB97M-V/def2-TZVPD

Structure (XYZ):
```
100
C36H52BIrN8O2, DFT wB97M-V/def2-TZVPD
Ir -0.27391 -0.60744 -0.44602
C 0.67289 -0.02072 4.92810
C 0.15576 -0.80503 3.77576
C -0.45329 -2.03990 3.79901
C -0.73323 -2.35274 2.45842
N -0.31135 -1.36494 1.69159
N 0.22100 -0.39210 2.49242
B 0.93639 0.72160 1.64459
N 2.26265 0.10438 1.09000
N 2.00663 -0.91193 0.21423
C 3.16367 -1.36465 -0.22786
C 4.21051 -0.64542 0.37810
C 3.59765 0.27034 1.20477
C 4.24006 1.27570 2.09419
C 3.28659 -2.48957 -1.22662
C 4.06710 -1.98812 -2.44723
C 1.91802 -2.99491 -1.67735
C 4.04736 -3.64494 -0.56209
N 0.81900 2.22958 1.96688
N 0.05961 2.84218 0.99069
C -0.04045 4.10963 1.30770
C 0.64871 4.37233 2.50607
C 1.17917 3.17089 2.90353
C 2.01303 3.01670 4.13848
C -0.83614 5.03190 0.40848
C -0.26777 4.96880 -1.01398
C -0.76060 6.46408 0.93265
C -2.29823 4.56637 0.38481
C -1.39498 -3.60672 1.93221
C -0.45896 -4.79366 2.19630
C -1.68888 -3.52911 0.43499
C -2.71441 -3.81640 2.68490
H 0.56447 -0.60317 5.84117
H 0.12112 0.91223 5.04919
H 1.73037 0.21184 4.80327
H -0.66206 -2.63169 4.67625
H 0.22496 0.73037 0.62419
H 5.27288 -0.77567 0.24360
H 5.32197 1.19638 2.00496
H 3.98011 1.09859 3.13630
H 3.94429 2.29255 1.82900
H 3.55623 -1.13772 -2.90419
H 4.15126 -2.78526 -3.19097
H 5.07600 -1.67358 -2.17225
H 1.36547 -2.21902 -2.21301
H 1.32179 -3.31714 -0.82180
H 2.04757 -3.85200 -2.34285
H 5.02499 -3.31893 -0.20217
H 4.19857 -4.45678 -1.27824
H 3.48672 -4.03613 0.29017
H 0.76149 5.31021 3.02713
H 2.08685 3.99708 4.60714
H 3.02464 2.68577 3.92987
H 1.57921 2.34522 4.87037
H 0.78222 5.27077 -1.02720
H -0.82660 5.63608 -1.67630
H -0.33209 3.95171 -1.40365
H 0.27142 6.82293 0.95240
H -1.16715 6.53697 1.94445
H -1.33823 7.13014 0.28799
H -2.35738 3.54414 0.00641
H -2.89553 5.21943 -0.25785
H -2.72674 4.58386 1.38995
H 0.46554 -4.68976 1.62286
H -0.94351 -5.72857 1.90429
H -0.19463 -4.85878 3.25338
H -0.78470 -3.31617 -0.13745
H -2.42506 -2.75391 0.21439
H -2.08188 -4.48877 0.09099
H -2.54516 -3.94751 3.75560
H -3.22146 -4.70923 2.31050
H -3.37590 -2.95817 2.54773
C -4.69680 0.03518 0.83766
C -3.49973 -0.10797 -0.06556
O -2.39086 -0.25053 0.45183
C -3.73232 -0.06303 -1.48578
C -2.79780 0.11873 -2.46707
C -3.26520 0.30248 -3.88271
N -1.45258 0.20533 -2.20461
N -0.78774 0.72261 -3.22188
C 0.54474 0.77006 -2.99442
O 1.10248 0.24516 -2.01180
C 1.35972 1.50990 -3.99012
C 0.91284 1.69345 -5.29417
C 1.70080 2.38324 -6.20395
C 2.92662 2.90177 -5.80911
C 3.36953 2.72661 -4.50315
C 2.59229 2.02498 -3.59488
H -4.39308 -0.11036 1.87100
H -5.47014 -0.68613 0.56735
H -5.12238 1.03472 0.72228
H -4.76730 -0.07159 -1.80091
H -4.32956 0.09061 -3.95571
H -2.71145 -0.35576 -4.55243
H -3.07093 1.32139 -4.21631
H -0.05310 1.29980 -5.58321
H 1.35621 2.51982 -7.22122
H 3.53778 3.44583 -6.51884
H 4.32210 3.13800 -4.19392
H 2.92236 1.86722 -2.57575
```

- Multiplicity: 5
- LUMO energy (spin up / spin down): 0.0202 / -0.0490 Ha
- Orbital gap (spin up / spin down): 7.9 / 6.9 eV
- Charge: 0
- Expectation value of S²: 6.0325



(3)
Molecular formula: C36H52ClFNO14PS5
Method: DFT, wB97M-V/def2-TZVPD

Structure (XYZ):
```
111
C36H52ClFNO14PS5, DFT wB97M-V/def2-TZVPD
O 5.69269 1.94298 2.96534
C 4.59571 1.92502 2.49366
N 3.91596 0.66664 2.13112
C 3.09527 0.91778 0.93567
O 2.78538 0.15972 0.07640
C 2.70034 2.42229 1.11916
C 3.60370 3.06225 2.10236
C 3.49463 4.44382 2.53432
Cl 4.60055 5.10255 3.75414
C 2.42285 5.24689 1.94941
F 2.23512 6.54712 2.32649
C 1.53745 4.63942 0.95627
C 0.39296 5.54691 0.37286
C -0.74260 5.59804 1.50713
C -1.63474 4.32573 1.49570
C -2.68789 4.19670 0.47323
C -3.55243 3.02293 0.46371
C -3.45247 1.93930 1.45021
C -2.39572 2.05622 2.45604
C -1.51240 3.23301 2.47406
C 1.63508 3.23668 0.50188
P 0.47112 2.51957 -0.79228
O 1.37194 1.69311 -1.96786
O -0.63880 1.50068 -0.06393
H 3.18222 0.66461 2.86210
H -0.02088 5.14347 -0.58234
H 0.79140 6.57884 0.15111
H -0.18232 5.58497 2.48802
H -1.34326 6.53875 1.45195
H -2.77050 5.02555 -0.27420
H -4.34657 2.98009 -0.31833
H -4.17296 1.08519 1.39239
H -2.31543 1.24344 3.21931
H -0.73690 3.25734 3.27639
H 0.83702 1.65214 -2.78380
H -1.37918 1.44181 -0.70205
O -1.69238 1.97805 -3.13604
S -1.71668 1.40693 -4.46470
O -1.70554 -0.01755 -4.68302
C -3.08284 2.12037 -5.36727
C -2.49723 3.37225 -6.00978
C -1.12090 2.96195 -6.54162
C -0.41803 2.16950 -5.43531
H -3.90694 2.33138 -4.68742
H -3.39441 1.39833 -6.12348
H -3.14145 3.75347 -6.80311
H -2.38287 4.15968 -5.25917
H -1.24585 2.32912 -7.42465
H -0.52927 3.82805 -6.84110
H 0.22831 1.39415 -5.84217
H 0.15550 2.82428 -4.77696
O -7.75380 -1.39295 1.85209
S -6.36991 -1.22255 2.21984
O -5.61149 -0.05231 1.83886
C -6.21859 -1.46356 3.98312
C -5.98405 -2.96178 4.13875
C -4.98495 -3.34178 3.04050
C -5.46233 -2.68937 1.74061
H -7.12011 -1.11368 4.48334
H -5.35350 -0.89268 4.32470
H -5.60654 -3.20672 5.13229
H -6.92155 -3.50512 3.98982
H -3.99420 -2.95972 3.30216
H -4.89906 -4.42327 2.92855
H -4.62641 -2.40403 1.10296
H -6.14189 -3.34169 1.19230
O 4.80345 0.50822 8.13538
S 5.62005 -0.44155 7.41895
O 5.41256 -1.86545 7.52686
C 5.63653 0.01383 5.69178
C 6.80563 0.98200 5.56722
C 7.94022 0.37286 6.39683
C 7.34417 -0.06813 7.73736
H 4.68078 0.45626 5.41661
H 5.81278 -0.89241 5.11013
H 7.09555 1.12537 4.52935
H 6.52987 1.95718 5.97926
H 8.34854 -0.49562 5.87222
H 8.75766 1.08032 6.54361
H 7.83882 -0.95688 8.12650
H 7.38428 0.73239 8.47613
O 3.59510 -1.11105 -5.42730
S 2.22695 -1.43765 -5.11018
O 1.12641 -0.58114 -5.48563
C 1.89156 -3.09537 -5.68458
C 2.28433 -3.98647 -4.51196
C 1.74233 -3.28895 -3.25959
C 2.11671 -1.80756 -3.35997
H 2.46307 -3.29686 -6.58913
H 0.82225 -3.16597 -5.89170
H 1.88010 -4.99406 -4.62208
H 3.37338 -4.06410 -4.44903
H 0.65302 -3.39207 -3.22809
H 2.13965 -3.73340 -2.34576
H 1.36187 -1.16858 -2.90321
H 3.09028 -1.60910 -2.91223
O -2.90027 -3.75987 -0.68424
S -2.89358 -5.12502 -1.15195
O -3.53969 -6.18892 -0.42264
C -3.47121 -5.14753 -2.84188
C -2.20981 -4.94619 -3.67405
C -1.13870 -5.83015 -3.02705
C -1.20247 -5.59614 -1.51465
H -4.21357 -4.36506 -2.99025
H -3.91426 -6.12698 -3.02896
H -2.37422 -5.20870 -4.71982
H -1.89796 -3.89820 -3.63326
H -1.35211 -6.88002 -3.24654
H -0.14340 -5.61022 -3.41740
H -0.95226 -6.49690 -0.95624
H -0.55178 -4.77649 -1.20860
```

- Multiplicity: 1
- Structure (SMILES): O=C1NC(=O)c2c1c(Cl)c(F)c(CCc1ccccc1)c2P(O)O.O=S1(=O)CCCC1.O=S1(=O)CCCC1.O=S1(=O)CCCC1.O=S1(=O)CCCC1.O=S1(=O)CCCC1
- LUMO energy: -0.0262 Ha
- Orbital gap: 7.1 eV
- Charge: 0



(4)
Molecular formula: C36H52F8O30
Method: DFT, wB97M-V/def2-TZVPD

Structure (XYZ):
```
126
C36H52F8O30, DFT wB97M-V/def2-TZVPD
O -4.08513 0.89655 2.96453
C -3.75470 1.51555 3.88197
O -4.36552 1.53764 5.08994
C -3.59042 2.36200 5.98408
C -2.33682 2.70463 5.15862
F -1.26051 1.88086 5.57183
O -2.66702 2.36650 3.86307
H -4.25893 3.18781 6.19057
H -3.35968 1.79195 6.89172
H -2.02596 3.71506 5.12042
O 1.08474 -0.54614 2.55689
C 0.37890 -0.17592 1.62714
O -0.80480 0.37022 1.85034
C -1.46170 0.58815 0.56806
C -0.37822 0.33662 -0.39724
F 0.13935 1.56596 -0.80844
O 0.64641 -0.29741 0.29742
H -2.27030 -0.18200 0.46083
H -1.74654 1.66678 0.51001
H -0.58741 -0.19934 -1.32366
O 5.74472 -0.79664 -1.42860
C 5.36916 -0.97484 -0.32320
O 4.01145 -1.06752 -0.04188
C 3.87146 -1.47797 1.30414
C 5.30216 -1.86189 1.68896
F 5.41856 -3.22791 1.57828
O 6.11996 -1.32801 0.70710
H 3.43898 -0.61703 1.83110
H 3.24032 -2.37797 1.41575
H 5.74989 -1.49988 2.60885
O 0.50499 4.80066 -3.75780
C 0.50749 3.75276 -4.27252
O -0.17148 2.71247 -3.72230
C 0.15038 1.53345 -4.49833
C 0.79470 2.03236 -5.73188
F -0.02551 1.86725 -6.81353
O 0.98159 3.41349 -5.50582
H 0.70527 0.88838 -3.87636
H -0.82524 1.11432 -4.84540
H 1.80903 1.62152 -5.88377
O 3.17398 2.20355 0.45249
C 2.72020 2.07322 1.53572
O 3.44727 1.64999 2.64535
C 2.57869 1.69456 3.80927
C 1.38320 2.42263 3.26931
F 1.35393 3.74811 3.65907
O 1.42832 2.37124 1.85032
H 2.39364 0.67497 4.08650
H 2.95751 2.26095 4.64981
H 0.43641 1.99553 3.60017
O 2.62309 -3.83187 5.39388
C 1.95477 -3.88687 4.41520
O 2.20234 -3.19407 3.27267
C 1.17088 -3.48758 2.32553
C 0.38419 -4.60986 2.97181
F 0.73851 -5.76579 2.42465
O 0.83409 -4.63489 4.29955
H 0.54266 -2.59310 2.23613
H 1.49810 -3.74358 1.32800
H -0.71208 -4.43856 2.93112
O -2.78293 -0.69058 -2.56355
C -3.56758 0.20358 -2.33802
O -3.17607 1.47093 -2.15192
C -4.41707 2.26473 -1.91198
C -5.58061 1.21555 -2.05753
F -6.30545 1.56113 -3.19660
O -4.90586 0.03566 -2.29573
H -4.29476 2.73427 -0.94635
H -4.64045 2.98087 -2.67612
H -6.22770 1.18854 -1.18270
O -1.87366 7.40828 -1.29411
C -1.50023 6.30954 -1.23856
O -0.45808 5.82595 -0.57052
C -0.33525 4.46073 -0.69644
C -1.70020 4.02420 -1.19270
F -2.48873 3.74041 -0.05808
O -2.25803 5.18933 -1.67992
H 0.51712 4.22052 -1.30447
H -0.21323 4.05592 0.33644
H -1.73264 3.16647 -1.87422
C -0.08175 -2.94064 -1.34592
O -0.68932 -3.15793 -0.09317
C -2.11851 -3.29239 -0.15362
C -2.56953 -3.65344 1.20195
O -2.37667 -2.54770 2.02297
C -2.85645 -2.67375 3.33913
C -2.16421 -1.76200 4.28718
O -0.89963 -2.20254 4.55083
C -0.10227 -1.45045 5.48423
H -0.36306 -2.04674 -1.90431
H -0.25254 -3.85436 -1.95117
H 0.97957 -2.88835 -1.20643
H -2.32068 -4.11876 -0.82743
H -2.56193 -2.38215 -0.53034
H -2.11165 -4.60272 1.56038
H -3.67990 -3.82465 1.13479
H -2.68201 -3.71203 3.64530
H -3.94231 -2.50652 3.31403
H -2.73434 -1.78016 5.20581
H -2.16415 -0.72934 3.83846
H -0.16614 -0.39762 5.38624
H 0.93923 -1.71833 5.31893
H -0.36543 -1.70909 6.49128
C -1.19422 -2.92491 -5.64897
O -0.13958 -2.10959 -5.30166
C 0.95815 -2.88026 -4.86858
C 2.19337 -2.06268 -4.82889
O 2.18743 -1.07017 -3.82272
C 3.44968 -0.45069 -3.78505
C 3.30073 0.73030 -2.87597
O 2.98507 1.93781 -3.57125
C 3.16750 3.09286 -2.79695
H -1.50629 -3.60909 -4.86319
H -0.93463 -3.54067 -6.54397
H -1.96681 -2.24742 -5.93761
H 1.14534 -3.66098 -5.59340
H 0.76060 -3.29187 -3.89575
H 2.27436 -1.62398 -5.84157
H 3.11905 -2.72841 -4.67018
H 3.68047 -0.12262 -4.78735
H 4.18949 -1.15024 -3.49860
H 4.24933 0.92517 -2.38347
H 2.55627 0.55875 -2.08769
H 4.19972 3.22453 -2.40150
H 2.45319 3.14318 -2.04052
H 2.99359 3.94557 -3.47863
```

- Multiplicity: 1
- Relative energy (zero: lowest compared OMol25 entry of this formula, charge and spin): 0.00 kcal per mole
- Structure (SMILES): O=C1OC[C@@H](F)O1.O=C1OC[C@@H](F)O1.O=C1OC[C@@H](F)O1.O=C1OC[C@@H](F)O1.O=C1OC[C@@H](F)O1.O=C1OC[C@@H](F)O1.O=C1OC[C@@H](F)O1.O=C1OC[C@@H](F)O1.COCCOCCOC.COCCOCCOC
- LUMO energy: 0.0028 Ha
- Orbital gap: 9.8 eV
- Charge: 0



| no. | electronic energy (Eh) |
| --- | --- |
| 1 | -2896.22946 |
| 2 | -2120.68330 |
| 3 | -5403.31846 |
| 4 | -4459.11950 |